Computed, not measured: 11 unconnected molecules or ions with the total composition C6H35NO11, with ωB97M-V/def2-TZVPD.

Output
- Multiplicity: 2
- Total charge: +1
- Orbital gap (spin up / spin down): 11.15 / 5.37 eV
- Expectation value of S²: 0.76
- LUMO energy (spin up / spin down): -2.88 / -8.66 eV
- HOMO level (spin up / spin down): -14.03 / -14.03 eV
- Energy: -30789.651 eV

Element x y z (Å)
1 O -3.044259 -0.695584 2.299674
2 O 2.446082 -1.982492 3.022956
3 O 3.101482 -0.322652 0.051879
4 O -2.708455 -3.066529 1.059748
5 O 2.075758 2.405896 0.262405
6 O 2.898316 -2.786437 0.458738
7 O -3.066719 1.595449 -0.216970
8 O -1.018012 3.057626 -3.285226
9 O 0.806111 3.417727 2.511356
10 O 0.261544 -2.252027 0.951017
11 O -1.240891 0.906820 3.513460
12 N -1.592961 0.035837 -1.475875
13 C -2.811616 0.975263 -1.478425
14 C -0.310805 0.665746 -1.165933
15 C 0.820190 0.006054 -2.041692
16 C 0.441804 0.158835 -3.494550
17 C 0.830096 -1.483974 -1.778239
18 C -0.090623 0.862299 0.375650
19 H 3.968796 0.171860 0.277537
20 H -2.679913 1.905694 -2.188458
21 H -0.509896 -0.083936 0.805005
22 H 2.968117 -3.289327 -0.350818
23 H -0.428733 0.839915 3.986060
24 H -0.318377 -2.923436 0.630844
25 H 0.787965 -1.471377 -0.687404
26 H -3.661181 0.410988 -1.759922
27 H -3.645236 0.022163 2.436874
28 H 1.888152 0.314729 -1.858476
29 H -0.275658 -0.624551 -3.696669
30 H -2.308083 -3.196138 2.017265
31 H 1.310459 0.065355 -4.088925
32 H 2.481205 -1.158658 2.638313
33 H 0.778903 0.983303 0.990049
34 H 1.164429 3.419382 1.586274
35 H -0.599651 1.656255 0.766647
36 H -0.898614 2.179782 -3.588167
37 H -1.813821 -0.698726 -0.881025
38 H 1.811761 2.190290 -0.650706
39 H -0.132461 -2.017581 1.919623
40 H -2.682492 0.990733 0.449053
41 H -0.618071 1.713924 -1.501017
42 H -2.751966 -2.045503 1.137227
43 H 2.227887 1.575413 0.575506
44 H 2.021826 -3.004659 0.681681
45 H -1.120719 1.658250 2.961797
46 H 2.942650 -2.505145 2.301224
47 H 0.007794 -2.021551 -2.064493
48 H 1.718057 -2.045741 -2.128839
49 H -2.314363 -0.180099 2.590909
50 H 0.098472 1.110619 -3.671001
51 H 3.169855 -1.178738 0.288235
52 H 1.255877 2.823152 3.060481
53 H -1.640013 2.915502 -2.554657

Atoms 1-2, force components in eV/Å:
O -0.4946 -0.1060 -0.9689
O 1.0226 -3.8847 -0.4703